Molecular formula: C3H8N2
Method: DFT, the ωB97M-V functional and the def2-TZVPD basis

The energy above the lowest of the compared OMol25 structures with the same formula, charge and spin is 3.677 eV. The value obtained for the total energy is -6218.1701 eV. The value obtained for the molar mass is 72.1 g/mol. The SMILES is C=CN.C=N. The value obtained for the gap between HOMO and LUMO is 0.3916 hartree. As for the largest force on an atom: 2.02 eV/Å.

Each atom is followed by the atoms it is bonded to, with distances in Å.
Atoms and positions in Å:
1 C -2.05513 1.71895 1.90800  C2 1.321, H4 1.088, H5 1.082
2 C -2.20803 0.44047 1.61282  C1 1.321, N3 1.444, H6 1.090
3 N -1.13295 -0.47122 1.29832  C2 1.444, H7 1.016, H8 1.014
4 H -1.04727 2.02247 2.18487  C1 1.088
5 H -2.71055 2.51462 1.58019  C1 1.082
6 H -3.18796 0.02312 1.37894  C2 1.090
7 H -1.22456 -1.32666 1.83860  N3 1.016
8 H -1.30657 -0.74771 0.33825  N3 1.014
9 C 3.11530 -1.08495 -2.63657  N10 1.274, H11 1.085, H12 1.092
10 N 2.23121 -0.46403 -1.96201  C9 1.274, H13 1.024
11 H 3.78823 -1.75112 -2.10599  C9 1.085
12 H 3.19742 -0.95409 -3.71720  C9 1.092
13 H 1.42555 -0.34715 -2.58302  N10 1.024

Molecular formula: C3H8N2O
Method: DFT, the ωB97M-V functional and the def2-TZVPD basis

The energy above the lowest of the compared OMol25 structures with the same formula, charge and spin is 3.954 eV. The value obtained for the total energy is -8265.3721 eV. The value obtained for the molar mass is 88.1 g/mol. The SMILES is [H]/N=C\C=O.CN. The value obtained for the gap between HOMO and LUMO is 0.3303 hartree. As for the largest force on an atom: 4.81 eV/Å.

Each atom is followed by the atoms it is bonded to, with distances in Å.
Atoms and positions in Å:
1 H -2.41766 0.00023 -1.08451  N2 1.022
2 N -2.44073 -0.25203 -0.09451  H1 1.022, C3 1.303
3 C -1.25917 -0.45899 0.41467  N2 1.303, C4 1.485, H6 1.086
4 C -0.53565 -1.34679 -0.53046  C3 1.485, O5 1.232, H7 1.098
5 O -0.41166 -1.14399 -1.73938  C4 1.232
6 H -1.17017 -0.59303 1.48846  C3 1.086
7 H 0.05070 -2.13112 -0.03418  C4 1.098
8 C 1.67035 0.73616 0.51665  N9 1.461, H10 1.094, H11 1.089, H12 1.090
9 N 0.32815 0.75821 -0.06006  C8 1.461, H13 1.047, H14 1.017
10 H 2.19853 1.68063 0.35898  C8 1.094
11 H 2.23656 -0.06745 0.04802  C8 1.089
12 H 1.60452 0.54761 1.58778  C8 1.090
13 H 0.34072 0.69122 -1.10504  N9 1.047
14 H -0.19447 1.57934 0.23358  N9 1.017

Molecular formula: C3H8N2O
Method: DFT, the ωB97M-V functional and the def2-TZVPD basis

The energy above the lowest of the compared OMol25 structures with the same formula, charge and spin is 2.382 eV. The value obtained for the total energy is -8266.9441 eV. The value obtained for the molar mass is 88.1 g/mol. The SMILES is [H]/N=C/N.CC=O. The value obtained for the gap between HOMO and LUMO is 0.3824 hartree. As for the largest force on an atom: 3.12 eV/Å.

Each atom is followed by the atoms it is bonded to, with distances in Å.
Atoms and positions in Å:
1 H -0.94942 -3.37161 1.04585  N2 1.024
2 N -0.50160 -3.46799 0.13046  H1 1.024, C3 1.269
3 C 0.29730 -2.49339 -0.02085  N2 1.269, N4 1.454, H5 1.110
4 N 0.93547 -1.97975 -1.22202  C3 1.454, H6 1.020, H7 1.002
5 H 0.70016 -1.89500 0.82334  C3 1.110
6 H 1.88608 -1.61822 -1.15044  N4 1.020
7 H 0.58957 -2.41909 -2.05377  N4 1.002
8 C 0.06347 2.02733 0.61382  C9 1.582, H11 1.086, H12 1.086, H13 1.125
9 C -0.92612 3.07921 -0.03108  C8 1.582, O10 1.201, H14 1.114
10 O -0.84933 4.16955 -0.52852  C9 1.201
11 H 0.33937 2.39752 1.59666  C8 1.086
12 H -0.62887 1.20176 0.74648  C8 1.086
13 H 0.99971 1.71442 0.07349  C8 1.125
14 H -1.95579 2.65525 -0.02342  C9 1.114

Molecular formula: C3H8N2O
Method: DFT, the ωB97M-V functional and the def2-TZVPD basis

The energy above the lowest of the compared OMol25 structures with the same formula, charge and spin is 4.815 eV. The value obtained for the total energy is -8264.5110 eV. The value obtained for the molar mass is 88.1 g/mol. The value obtained for the gap between HOMO and LUMO is 0.3351 hartree. As for the largest force on an atom: 2.66 eV/Å.

Each atom is followed by the atoms it is bonded to, with distances in Å.
Atoms and positions in Å:
1 C 3.16804 0.50618 0.17551  C3 1.319, H7 1.031, H8 1.112
2 C -2.97201 0.77330 0.39562  N4 1.307, H9 1.100, H10 1.069
3 C 2.39299 -0.42934 -0.33809  C1 1.319, O6 1.358, H11 1.054
4 N -1.93088 0.03800 0.10602  C2 1.307, N5 1.291, H12 0.981
5 N -1.64897 -0.96075 -0.66238  N4 1.291, H13 1.013
6 O 1.05694 -0.33909 -0.11059  C3 1.358, H14 0.991
7 H 2.65346 1.35557 0.45278  C1 1.031
8 H 4.25502 0.32236 0.32291  C1 1.112
9 H -2.80940 1.63822 1.05491  C2 1.100
10 H -4.00945 0.73193 0.14089  C2 1.069
11 H 2.76658 -1.36312 -0.65195  C3 1.054
12 H -1.08796 0.44378 0.40065  N4 0.981
13 H -2.41204 -1.52619 -1.01387  N5 1.013
14 H 0.57768 -1.19086 -0.27240  O6 0.991

Molecular formula: C3H8N2O
Method: DFT, the ωB97M-V functional and the def2-TZVPD basis

The energy above the lowest of the compared OMol25 structures with the same formula, charge and spin is 3.404 eV. The value obtained for the total energy is -8265.9222 eV. The value obtained for the molar mass is 88.1 g/mol. The SMILES is C=NNCCO. The value obtained for the gap between HOMO and LUMO is 0.3716 hartree. As for the largest force on an atom: 4.93 eV/Å.

Each atom is followed by the atoms it is bonded to, with distances in Å.
Atoms and positions in Å:
1 C -2.30242 -0.49302 -0.00182  N2 1.249, H7 1.051, H8 1.084
2 N -1.06588 -0.34167 0.08469  C1 1.249, N3 1.335
3 N -0.56914 0.89102 0.20944  N2 1.335, C4 1.463, H9 1.069
4 C 0.77214 1.09464 -0.33818  N3 1.463, C5 1.494, H10 1.082, H11 1.094
5 C 1.58948 0.04341 0.33964  C4 1.494, O6 1.454, H12 1.174, H13 1.233
6 O 1.46892 -1.28425 -0.24005  C5 1.454, H14 0.984
7 H -2.76602 -1.41756 -0.18664  C1 1.051
8 H -2.96990 0.36031 -0.02039  C1 1.084
9 H -1.16381 1.70521 -0.14476  N3 1.069
10 H 1.05189 2.12347 -0.15602  C4 1.082
11 H 0.71590 0.93152 -1.41887  C4 1.094
12 H 1.19102 -0.09197 1.43606  C5 1.174
13 H 2.78791 0.28576 0.49633  C5 1.233
14 H 0.49168 -1.33832 -0.14204  O6 0.984

Molecular formula: C3H8N2O
Method: DFT, the ωB97M-V functional and the def2-TZVPD basis

The energy above the lowest of the compared OMol25 structures with the same formula, charge and spin is 1.791 eV. The value obtained for the total energy is -8267.5347 eV. The value obtained for the molar mass is 88.1 g/mol. The SMILES is [H]/N=C(\CN)CO. The value obtained for the gap between HOMO and LUMO is 0.3642 hartree. As for the largest force on an atom: 1.97 eV/Å.

Each atom is followed by the atoms it is bonded to, with distances in Å.
Atoms and positions in Å:
1 H 2.28556 0.27260 0.70456  N2 1.027
2 N 1.45834 0.79732 1.01346  H1 1.027, C3 1.298
3 C 0.43827 0.52196 0.25968  N2 1.298, C4 1.520, C6 1.524
4 C 0.55557 -0.45980 -0.89507  C3 1.520, N5 1.463, H8 1.093, H9 1.094
5 N 0.42168 -1.81997 -0.37397  C4 1.463, H10 1.024, H11 1.022
6 C -0.91268 1.17338 0.52791  C3 1.524, O7 1.417, H12 1.094, H13 1.094
7 O -1.99230 0.25881 0.46093  C6 1.417, H14 0.973
8 H -0.21536 -0.25761 -1.64351  C4 1.093
9 H 1.53318 -0.34333 -1.37304  C4 1.094
10 H -0.48222 -1.90432 0.09965  N5 1.024
11 H 1.11108 -1.96658 0.36553  N5 1.022
12 H -0.90440 1.61407 1.52959  C6 1.094
13 H -1.07230 1.97477 -0.19991  C6 1.094
14 H -2.22442 0.13870 -0.47581  O7 0.973

Molecular formula: C3H8N2O
Method: DFT, the ωB97M-V functional and the def2-TZVPD basis

The energy above the lowest of the compared OMol25 structures with the same formula, charge and spin is 4.478 eV. The value obtained for the total energy is -8264.8481 eV. The value obtained for the molar mass is 88.1 g/mol. The value obtained for the gap between HOMO and LUMO is 0.3439 hartree. As for the largest force on an atom: 1.10 eV/Å.

Each atom is followed by the atoms it is bonded to, with distances in Å.
Atoms and positions in Å:
1 C 0.22145 1.38737 -1.60731  C3 1.496, O6 1.199, H7 1.107
2 C 1.43827 -0.48563 1.49164  N5 1.272, H8 1.106
3 C -0.17135 0.01172 -2.04635  C1 1.496, H9 1.087, H10 1.085, H11 1.090
4 N -0.99403 -0.61889 1.91147  N5 1.441, H12 1.017, H13 1.018
5 N 0.34509 -1.10362 1.69250  C2 1.272, N4 1.441, H14 1.017
6 O -0.34127 2.02138 -0.75884  C1 1.199
7 H 1.09593 1.81085 -2.13767  C1 1.107
8 H 1.30666 0.60932 1.57991  C2 1.106
9 H -0.43329 -0.58644 -1.17741  C3 1.087
10 H 0.61926 -0.46560 -2.61593  C3 1.085
11 H -1.06110 0.09156 -2.67057  C3 1.090
12 H -1.34850 -0.95241 2.80441  N4 1.017
13 H -0.99055 0.39891 1.90281  N4 1.018
14 H 0.31344 -2.11850 1.63133  N5 1.017

Molecular formula: C3H8N2O
Method: DFT, the ωB97M-V functional and the def2-TZVPD basis

The energy above the lowest of the compared OMol25 structures with the same formula, charge and spin is 2.744 eV. The value obtained for the total energy is -8266.5823 eV. The value obtained for the molar mass is 88.1 g/mol. The SMILES is [H]/N=C/N.C=CO. The value obtained for the gap between HOMO and LUMO is 0.3611 hartree. As for the largest force on an atom: 1.72 eV/Å.

Each atom is followed by the atoms it is bonded to, with distances in Å.
Atoms and positions in Å:
1 H -2.24921 0.67669 -0.79243  N2 1.016
2 N -2.33056 1.65625 -0.53419  H1 1.016, C3 1.285
3 C -1.20370 2.24296 -0.72639  N2 1.285, N4 1.362, H5 1.078
4 N -0.87348 3.29782 0.07000  C3 1.362, H6 1.006, H7 1.004
5 H -0.52141 2.08061 -1.54552  C3 1.078
6 H -1.56284 3.57566 0.74792  N4 1.006
7 H -0.14670 3.92990 -0.21415  N4 1.004
8 C 0.78066 -3.12805 0.88364  C9 1.338, H11 1.085, H12 1.074
9 C 1.19486 -1.93898 0.43122  C8 1.338, O10 1.344, H13 1.084
10 O 2.04052 -1.77916 -0.60166  C9 1.344, H14 0.965
11 H 0.98216 -3.98996 0.25626  C8 1.085
12 H 0.41500 -3.21258 1.89045  C8 1.074
13 H 0.67600 -1.03522 0.72811  C9 1.084
14 H 2.79869 -2.37594 -0.59325  O10 0.965

Molecular formula: C3H8N2O
Method: DFT, the ωB97M-V functional and the def2-TZVPD basis

The energy above the lowest of the compared OMol25 structures with the same formula, charge and spin is 0.537 eV. The value obtained for the total energy is -8268.7888 eV. The value obtained for the molar mass is 88.1 g/mol. The SMILES is CNC(=O)NC. The value obtained for the gap between HOMO and LUMO is 0.3711 hartree. As for the largest force on an atom: 1.32 eV/Å.

Each atom is followed by the atoms it is bonded to, with distances in Å.
Atoms and positions in Å:
1 C -2.34548 0.51875 0.20806  N2 1.435, H7 1.101, H8 1.087, H9 1.094
2 N -1.10126 -0.12850 0.51278  C1 1.435, C3 1.367, H10 1.007
3 C -0.05306 -0.12546 -0.36522  N2 1.367, O4 1.221, N5 1.376
4 O -0.12181 0.25916 -1.52196  C3 1.221
5 N 1.10261 -0.55806 0.24442  C3 1.376, C6 1.443, H11 1.008
6 C 2.36419 -0.22352 -0.36994  N5 1.443, H12 1.100, H13 1.091, H14 1.090
7 H -2.68688 1.05003 1.10997  C1 1.101
8 H -2.95405 -0.30791 -0.14883  C1 1.087
9 H -2.20036 1.27185 -0.57195  C1 1.094
10 H -1.12399 -0.80876 1.25550  N2 1.007
11 H 1.06361 -0.50444 1.25056  N5 1.008
12 H 2.59225 0.85088 -0.31172  C6 1.100
13 H 3.15044 -0.79099 0.13066  C6 1.091
14 H 2.31381 -0.50304 -1.42233  C6 1.090